# 1
A structure of composition C39H36ClMgN3Si2 at a distorted geometry, computed with ωB97M-V/def2-TZVPD.

XYZ file:
```
82
Properties=species:S:1:pos:R:3:forces:R:3:lowdin_charge:R:1
C -2.10702 -1.91165 4.11344 0.1 -0.3 -0.5 -0.21
C -2.66962 -1.47501 2.88628 0.4 -0.3 0.0 -0.22
C -2.46498 -2.50091 1.91786 0.3 0.1 0.5 -0.23
H -3.18073 -0.52853 2.72909 0.0 -0.1 0.0 0.06
C -1.79055 -3.57608 2.55635 0.0 0.5 0.3 -0.20
C -1.56077 -3.20969 3.91123 -0.2 0.3 -0.4 -0.20
H -1.06773 -3.81836 4.66969 -0.2 0.1 -0.2 0.06
H -2.10956 -1.35949 5.05069 0.0 -0.1 -0.2 0.06
H -2.76419 -2.47176 0.87204 -0.1 -0.1 0.2 0.05
H -1.52414 -4.52259 2.09373 0.0 0.1 0.1 0.06
Mg 1.46144 -0.11061 1.05524 2.1 -0.2 5.7 0.31
Si 1.33263 4.39825 -1.23431 -3.0 1.1 1.3 0.76
C 0.06169 4.93362 -2.49308 -0.2 0.0 0.2 -0.32
C 0.35075 4.72871 -3.85330 -0.4 0.0 0.1 -0.10
H 1.34070 4.36443 -4.14947 -0.4 0.1 0.1 0.10
C -0.63489 4.94431 -4.82016 0.0 0.1 0.1 -0.09
H -0.41340 4.74877 -5.87189 -0.1 0.1 0.3 0.11
C -1.90759 5.38381 -4.43932 0.2 -0.2 0.2 -0.08
H -2.67870 5.53320 -5.19598 0.2 0.0 0.2 0.10
C -2.19778 5.59537 -3.08695 0.1 0.0 0.1 -0.08
H -3.19645 5.91463 -2.78152 0.3 0.0 -0.1 0.10
C -1.21324 5.38050 -2.11350 -0.1 -0.1 -0.6 -0.11
H -1.44614 5.53942 -1.05635 0.0 0.0 -0.3 0.10
C 1.03378 2.62033 -0.75367 -2.6 1.4 0.7 -0.27
C -0.22800 2.46543 -0.19088 1.1 0.9 -0.7 -0.10
H -0.82288 3.38593 -0.05196 0.5 -0.3 -0.2 0.10
C -0.92639 1.34274 0.29576 -0.3 -2.7 0.6 -0.15
H -1.89519 1.57200 0.75851 0.4 -0.2 0.0 0.14
C -0.52413 0.01012 0.26504 -1.5 1.7 0.1 -0.16
H -1.14524 -0.73183 0.78680 0.1 0.0 0.1 0.08
C 2.22327 0.42244 -0.93038 0.8 1.7 -1.1 -0.26
H 3.16758 -0.08733 -1.10287 -0.1 0.3 -0.2 0.07
C 2.09901 1.79062 -1.12666 1.7 -2.6 0.0 -0.18
H 2.94808 2.30551 -1.60071 -0.2 -0.3 0.5 0.11
H 1.45317 5.35155 -0.09169 -0.1 -0.3 -0.1 0.00
Si 0.63306 -0.39687 -1.07339 -3.1 -2.2 -5.5 0.55
C 0.56786 -2.23836 -1.58769 0.7 0.4 0.6 -0.25
C -0.71767 -2.78784 -1.68297 0.2 -0.3 -0.2 -0.07
H -1.58962 -2.17625 -1.43000 0.2 -0.3 0.0 0.11
C -0.88631 -4.09622 -2.15041 0.2 0.3 0.1 -0.06
H -1.89366 -4.50622 -2.24076 0.3 0.0 0.1 0.11
C 0.23563 -4.85333 -2.51132 0.1 0.2 0.1 -0.08
H 0.10403 -5.87627 -2.87429 0.1 0.4 0.2 0.11
C 1.52132 -4.30117 -2.42967 -0.1 0.3 0.0 -0.08
H 2.39615 -4.89289 -2.71110 -0.3 0.2 0.0 0.11
C 1.69181 -2.97989 -1.98830 -0.5 -0.3 0.0 -0.11
H 2.68972 -2.53543 -1.91979 -0.3 -0.3 0.0 0.11
C -0.16992 0.22928 -2.69341 0.2 0.1 0.7 -0.23
C -1.49968 0.64151 -2.76029 0.0 0.5 -0.5 -0.08
H -2.17812 0.50303 -1.91338 0.3 0.2 -0.2 0.11
C -1.96620 1.29712 -3.90822 0.2 -0.3 0.0 -0.07
H -2.97451 1.71775 -3.91702 0.3 -0.2 -0.1 0.11
C -1.12398 1.42680 -5.01709 0.0 0.1 0.2 -0.10
H -1.47278 1.96945 -5.89674 0.1 -0.2 0.2 0.10
C 0.17389 0.90193 -4.99073 -0.1 -0.1 0.2 -0.08
H 0.81920 0.97953 -5.86903 -0.2 0.0 0.3 0.10
C 0.65100 0.30298 -3.82012 -0.3 0.4 -0.5 -0.09
H 1.67407 -0.08446 -3.79604 -0.3 0.2 0.0 0.11
H 2.43091 4.23564 -1.94477 3.8 0.0 -2.1 -0.05
Cl 3.67022 0.48266 1.50516 0.1 0.0 0.2 0.01
N 1.98871 -1.09865 4.23211 0.0 0.0 0.2 0.12
C 1.04401 -0.06756 4.27683 -0.2 -0.3 0.0 -0.28
C 0.53442 0.25622 5.55141 -0.3 0.4 -0.4 0.00
C -0.50840 1.16680 5.64263 0.5 -0.3 -0.3 -0.05
C -0.93391 1.78701 4.46248 0.3 0.3 -0.3 -0.05
C -0.24865 1.52690 3.28468 -0.2 -0.6 0.4 -0.11
N 0.66189 0.53130 3.14500 0.0 0.8 0.3 0.10
C 1.86898 -2.24094 3.43609 -0.3 -0.1 0.0 -0.29
C 1.98793 -3.48614 4.08628 -0.1 0.1 -0.5 0.00
C 1.84036 -4.65050 3.34711 0.1 0.5 -0.1 -0.04
C 1.63960 -4.52064 1.96717 0.2 0.1 -0.1 -0.05
C 1.59302 -3.25212 1.40996 -0.3 -0.3 0.3 -0.09
N 1.64337 -2.10435 2.12509 0.3 -0.4 -0.3 0.09
H 2.31249 -1.33626 5.16417 -0.2 0.0 -0.3 0.13
H 0.93203 -0.28941 6.40512 -0.3 0.2 -0.1 0.12
H -0.96899 1.39774 6.60026 0.0 -0.1 -0.2 0.12
H -1.76947 2.48575 4.43666 0.4 -0.1 0.2 0.11
H -0.44672 2.12943 2.39747 -0.1 -0.3 0.3 0.09
H 2.12106 -3.47316 5.16744 0.0 -0.2 -0.3 0.12
H 1.88542 -5.62890 3.82438 -0.1 0.3 -0.1 0.12
H 1.52515 -5.38371 1.31058 0.1 0.2 0.3 0.11
H 1.50848 -3.13913 0.33131 -0.2 -0.1 0.5 0.08
```
Positions in Å, forces in eV/Å.

As for the highest occupied orbital energy: -5.50 eV. Its lowest unoccupied orbital energy is -2.35 eV. The calculation puts the HOMO-LUMO gap at 3.159 eV.

---

# 2
A structure of composition C49H47AlFGe2N5P2Se3, computed with ωB97M-V/def2-TZVPD.

XYZ file:
```
110
Properties=species:S:1:pos:R:3:forces:R:3:lowdin_spin:R:1
Al -0.53657 0.29660 -1.71864 -0.4 0.0 0.1 0.15
Se -2.31763 -2.96863 4.03001 0.0 0.1 0.0 0.00
P -1.23365 -1.16955 3.95778 0.0 -0.1 0.0 0.00
C -2.04944 0.18998 4.82692 -0.1 0.0 0.0 0.00
C -2.41860 1.37521 4.19956 0.0 0.0 0.1 0.00
C -3.10838 2.35041 4.90864 0.0 0.0 0.0 0.00
C -3.42091 2.14906 6.24241 0.0 0.0 0.0 0.00
C -3.05668 0.96513 6.87266 0.0 0.0 0.0 0.00
C -2.38403 -0.01577 6.16693 0.0 0.0 0.0 0.00
C 0.43239 -1.33272 4.64484 0.0 -0.1 0.1 0.00
C 1.17017 -2.46640 4.30460 -0.1 0.0 0.0 0.00
C 2.41664 -2.67162 4.86662 0.0 0.0 0.1 0.00
C 2.93233 -1.75215 5.77253 0.0 0.0 0.0 0.00
C 2.20790 -0.61824 6.10025 0.0 0.0 0.0 0.00
C 0.95605 -0.40570 5.53672 0.1 0.1 -0.1 0.00
C -0.90363 -0.50853 2.30326 0.1 -0.1 0.3 0.01
C -1.28980 -0.80681 1.00899 -0.2 -0.1 -0.2 0.00
N -0.59839 0.04995 0.22614 0.1 0.2 -0.1 0.06
N 0.16531 0.82451 0.99189 -0.1 0.0 0.0 0.03
N 0.00110 0.50252 2.23484 0.0 0.0 -0.1 0.00
P -2.46138 -1.85272 0.13028 0.1 0.0 0.1 0.00
Se -1.88685 -1.72643 -1.97195 0.1 0.1 0.0 0.01
C -2.32040 -3.53963 0.67859 0.0 -0.1 0.0 0.00
C -3.45352 -4.28759 0.96928 0.0 0.0 0.0 0.00
C -3.30802 -5.59892 1.39596 0.0 0.0 0.0 0.00
C -2.04182 -6.14678 1.53109 0.0 0.0 0.0 0.00
C -0.91098 -5.39750 1.22595 0.0 0.0 0.0 0.00
C -1.04581 -4.09223 0.79329 0.0 0.0 0.0 0.00
C -4.11940 -1.21171 0.39092 0.0 0.1 0.0 0.00
C -4.54992 -0.93779 1.68998 0.0 0.0 0.0 0.00
C -5.81342 -0.41158 1.89550 0.0 0.0 0.0 0.00
C -6.64763 -0.15912 0.81477 0.0 0.0 0.0 0.00
C -6.22236 -0.43575 -0.47589 0.0 0.0 0.0 0.00
C -4.95642 -0.95791 -0.69368 0.0 0.0 0.0 0.00
H -2.16663 1.54892 3.16442 0.0 0.0 -0.1 0.00
H -3.39602 3.26915 4.41640 0.0 0.0 0.0 0.00
H -3.95355 2.91224 6.79358 0.0 0.0 0.0 0.00
H -3.30801 0.80379 7.91156 0.0 0.0 0.0 0.00
H -2.13033 -0.95250 6.64803 0.0 0.0 0.0 0.00
H 0.75003 -3.19948 3.62585 0.0 0.0 0.0 0.00
H 2.98389 -3.55552 4.60891 0.0 0.0 0.0 0.00
H 3.90008 -1.92312 6.22543 0.0 0.0 0.0 0.00
H 2.60938 0.10018 6.80147 0.0 0.0 0.0 0.00
H 0.39695 0.48468 5.79015 0.0 0.0 0.0 0.00
H -4.43826 -3.84652 0.88803 0.0 0.0 0.0 0.00
H -4.18219 -6.18794 1.63322 0.0 0.0 0.0 0.00
H -1.93239 -7.16476 1.87761 0.0 0.0 0.0 0.00
H 0.07268 -5.83370 1.32935 0.0 0.0 0.0 0.00
H -0.16724 -3.50125 0.55809 0.0 0.0 0.0 0.00
H -3.91498 -1.15806 2.54008 0.0 0.0 0.0 0.00
H -6.14475 -0.20336 2.90300 0.0 0.0 0.0 0.00
H -7.63248 0.25509 0.98001 0.0 0.0 0.0 0.00
H -6.87362 -0.24235 -1.31628 0.0 0.0 0.0 0.00
H -4.62313 -1.16698 -1.70105 0.0 0.0 0.0 0.00
F -0.17462 0.41494 -3.37518 0.1 -0.2 0.0 0.04
C -2.67759 1.95130 -4.57178 0.1 0.0 0.0 0.00
N -1.46304 2.72671 -4.38775 -0.1 0.2 0.0 0.00
C -0.87558 3.03004 -3.22817 0.1 0.0 0.1 0.00
Se -1.43982 2.55943 -1.49187 0.0 0.0 -0.1 0.02
N 0.24907 3.71109 -3.48319 0.1 0.0 0.2 0.00
C 0.41890 3.83852 -4.85549 0.0 0.0 0.1 0.00
C 1.41177 4.43018 -5.62360 0.0 0.0 0.0 0.00
C 1.25425 4.35560 -6.99393 -0.1 0.0 0.0 0.00
C 0.14894 3.71538 -7.57712 0.1 0.0 0.0 0.00
C -0.83870 3.13023 -6.80876 0.0 0.1 0.0 0.00
C -0.67818 3.21180 -5.43208 0.0 -0.1 0.0 0.00
H -3.10407 1.73992 -3.59528 0.0 0.0 0.0 0.00
H -2.43280 1.01484 -5.07091 0.0 0.0 0.0 0.00
H -3.38302 2.52751 -5.16717 0.0 0.0 0.0 0.00
H 0.92514 3.95150 -2.76156 -0.2 0.0 -0.1 0.00
H 2.26159 4.92221 -5.17230 0.0 0.0 0.0 0.00
H 2.00014 4.80209 -7.63512 0.0 0.0 0.0 0.00
H 0.07054 3.67817 -8.65410 0.0 0.0 0.0 0.00
H -1.68882 2.63681 -7.25735 0.0 0.0 0.0 0.00
C 4.85627 -1.21627 -3.03341 0.1 0.0 0.0 0.04
Ge 2.91653 -1.09920 -3.19444 -0.2 0.1 0.1 0.09
C 2.45634 -0.26567 -4.88675 0.0 0.0 -0.1 0.01
C 2.11348 -2.87033 -3.12265 -0.1 -0.1 0.0 0.00
Ge 2.16252 0.23963 -1.24471 0.5 0.0 -0.2 0.33
C 2.56390 2.14726 -1.40674 -0.2 0.1 0.2 0.06
C 2.04225 3.07400 -0.49649 0.0 0.1 -0.1 0.01
C 2.35640 4.42302 -0.60207 0.1 0.0 -0.1 0.00
C 3.19975 4.86488 -1.61624 0.0 0.0 0.0 0.01
C 3.71575 3.95629 -2.52883 0.0 0.0 -0.1 0.00
C 3.38764 2.60874 -2.43291 0.0 0.0 0.0 0.02
C 3.00159 -0.46913 0.34887 -0.1 -0.1 0.2 0.03
C 3.17547 0.28279 1.51333 0.1 0.0 0.0 0.02
C 3.83672 -0.25171 2.60697 0.0 0.0 0.0 0.00
C 4.33952 -1.54477 2.55480 0.0 0.0 0.0 0.02
C 4.16197 -2.31254 1.41471 0.0 0.0 0.0 0.00
C 3.48689 -1.78009 0.32481 0.0 0.1 0.1 0.02
H 5.20097 -1.89654 -3.81400 0.1 0.0 0.0 0.01
H 5.16405 -1.60329 -2.06485 0.0 0.0 0.0 0.00
H 5.32480 -0.24533 -3.18507 0.0 0.0 0.0 0.00
H 2.94623 -0.84448 -5.67192 0.0 0.0 -0.1 0.00
H 2.79995 0.76555 -4.95124 0.0 0.0 0.0 0.00
H 1.38204 -0.28501 -5.03544 -0.1 0.0 0.0 0.00
H 2.46615 -3.43033 -3.99010 0.0 -0.1 0.0 0.00
H 1.02731 -2.80360 -3.17166 0.0 0.0 0.0 0.00
H 2.38632 -3.42162 -2.22535 0.0 0.0 0.0 0.00
H 1.36668 2.74240 0.28115 0.1 0.0 0.0 0.00
H 1.95281 5.12794 0.11222 0.0 0.0 0.0 0.00
H 3.46020 5.91227 -1.68642 0.0 0.0 0.0 0.00
H 4.37483 4.29455 -3.31748 0.0 0.0 0.0 0.00
H 3.79163 1.91922 -3.16429 0.0 0.0 0.0 0.00
H 2.79430 1.29250 1.57326 0.0 0.0 0.0 0.00
H 3.96079 0.34105 3.50338 0.0 0.0 0.0 0.00
H 4.86247 -1.95448 3.40853 0.0 0.0 0.0 0.00
H 4.54868 -3.32282 1.37202 0.0 0.0 0.0 0.00
H 3.35700 -2.39322 -0.55723 0.0 0.0 0.0 0.00
```
Positions in Å, forces in eV/Å.

As for the expectation value of S²: 0.75. As for the highest occupied orbital energy (alpha / beta): -9.88 / -10.00 eV. Its lowest unoccupied orbital energy (alpha / beta) is -1.91 / -4.32 eV. The calculation puts the HOMO-LUMO gap (alpha / beta) at 7.966 / 5.680 eV. As for the total charge: +1. Its multiplicity is 2.